This record from the Open Molecules 2025 dataset describes a 2-piece molecular cluster, C5H8O2 overall. The level of theory is the ωB97M-V functional and the def2-TZVPD basis.

Each line ends with the Mulliken charge.
Positions of all 15 atoms, in Å:
1 C -2.98889 -0.34979 0.39193  -0.709
2 C -0.95876 1.00129 0.00510  -0.254
3 C 0.36632 0.75258 -0.42547  -0.204
4 C 2.11931 -0.77309 -0.00146  0.185
5 C 2.93736 0.25571 0.51600  -0.815
6 H -3.62077 0.55070 0.19923  0.297
7 H -3.20472 -1.17000 1.74335  0.241
8 H -3.42612 -1.32249 -0.36006  0.219
9 H -1.40963 2.03349 0.12081  0.275
10 H 1.39785 1.47139 -0.73435  0.416
11 H 2.43034 -1.91548 -0.30556  0.266
12 H 4.02598 0.20189 0.63700  0.258
13 H 2.28011 1.12647 1.04597  0.307
14 O -1.66579 -0.19024 -0.25509  -0.177
15 O 0.75015 -0.59678 -0.40280  -0.305

Cartesian forces, eV/Å:
C -0.68 -5.16 -1.61
C 3.33 -0.84 -2.71
C 0.53 1.70 1.09
C 1.12 -0.08 -0.72
C -3.99 -0.90 0.43
H 0.48 -0.72 0.90
H 1.09 2.97 -3.52
H 0.98 3.16 2.36
H 0.24 -1.63 -0.27
H -3.84 -1.78 1.16
H -0.60 3.33 0.77
H -0.76 -0.28 0.13
H 2.22 -1.95 -1.58
O -2.49 1.28 2.99
O 2.34 0.91 0.57

Computed properties:
E_tot (Eh): -345.5114
LUMO (eV): 0.7
Net charge: 0
Highest occupied orbital energy (eV): -8.13